No. 1
C11H26LiO7 | wB97M-V/def2-TZVPD

The geometry in XYZ format:
```
45
Properties=species:S:1:pos:R:3:forces:R:3:mulliken_charge:R:1
Li 0.26558 -1.41516 0.61476 0.4 0.3 0.2 0.972
C 1.91758 -2.33916 -3.05524 -3.8 14.6 -0.6 -0.775
O 1.76758 -1.69416 -1.70124 -1.9 0.6 -1.7 -0.377
H 0.83858 -1.69616 -3.68524 3.5 -2.4 1.0 0.201
H 1.68958 -3.17216 -2.87724 -2.7 -12.6 1.4 0.447
H 2.76558 -2.02516 -3.50424 2.7 0.5 -1.4 0.271
H 0.83958 -1.31016 -1.85724 2.5 -0.4 1.2 0.200
C -0.76742 -0.44516 3.44376 2.7 2.1 -0.7 -0.723
O -1.01742 -1.07916 2.24076 -3.3 -1.2 -1.4 -0.294
H 0.31158 -0.06716 3.28676 -1.4 -1.2 1.5 0.173
H -1.18442 -0.94816 4.26276 0.9 -1.6 1.6 0.373
H -1.30142 0.45084 3.57776 -0.9 1.8 -0.6 0.295
H -2.01842 -1.24716 2.25576 2.2 0.1 -0.6 0.235
C 0.17558 -4.02216 1.58876 -3.5 1.1 -7.4 -0.775
O 1.13158 -3.13216 1.17876 2.5 3.1 0.7 -0.473
H 0.56358 -4.69816 2.12276 2.9 -5.6 4.0 0.560
H -0.07342 -4.42916 0.48776 -0.4 -0.3 2.7 0.199
H -0.76742 -3.77116 2.04376 0.0 1.5 0.2 0.188
H 2.06058 -3.35616 1.45276 -1.7 0.2 -0.3 0.255
C 2.63358 0.20584 1.69476 2.1 -2.0 -2.6 -1.073
O 1.52558 0.17984 0.83476 0.3 -7.5 2.3 -0.213
H 3.48158 0.45884 1.06876 0.7 -0.6 -0.2 0.313
H 2.89158 -0.68416 2.28476 -0.9 -0.1 -0.6 0.311
H 2.64458 0.98584 2.30176 -0.7 3.5 3.2 0.498
H 1.30058 0.97384 0.57276 -1.5 6.4 -2.0 0.106
C -1.42142 -2.18816 -1.46924 -3.5 -2.3 -0.4 -1.037
O -0.96042 -1.09616 -0.89624 2.2 1.3 4.2 -0.075
H -2.50342 -2.33716 -1.57524 0.1 0.5 0.3 0.270
H -1.02742 -3.04816 -1.08124 0.8 -2.2 2.1 0.356
H -0.98142 -2.25416 -2.34824 1.3 -0.3 -5.1 0.495
H -1.34242 -0.35016 -1.25424 -1.1 2.8 -1.1 0.021
C -1.13042 4.71684 -1.39624 -1.1 3.7 0.4 -0.774
C -0.72842 3.67684 -2.15024 0.5 -5.0 -0.3 -0.736
C -0.59242 2.35184 -1.57824 -2.1 7.0 6.1 0.549
C -0.84342 2.25384 -0.06224 2.3 -3.6 -7.3 0.224
C -1.29042 3.28584 0.56576 -2.2 2.0 4.1 -0.740
C -1.44742 4.50884 -0.02024 1.1 1.7 -1.7 0.723
O -1.61542 5.53584 0.83976 -0.8 -2.1 1.8 -0.483
O -0.18742 1.42584 -2.31024 1.8 -5.1 -4.3 -0.287
H -1.21642 5.79784 -1.94224 0.2 -2.6 1.8 0.137
H -0.49442 3.52584 -3.22424 -0.3 1.6 0.4 0.237
H -0.60342 1.39184 0.49376 -0.1 -1.3 0.2 0.408
H -1.57842 3.05884 1.64676 0.6 1.2 -1.4 0.233
H -1.58342 6.33384 0.40576 0.0 2.9 -1.6 0.272
H -0.12642 1.68684 -3.27724 -0.1 -0.4 1.7 0.314
```
Positions in Å, forces in eV/Å.

Values from the calculation:
F_max	0.29323	hartree/bohr
total energy	-968.4561	hartree
E_LUMO	-2.38	eV
net charge	+1
energy above the lowest of the compared OMol25 structures with the same formula, charge and spin	372.7	kJ/mol
orbital gap	7.65	eV

No. 2
C15H22N3RuSTe4 | wB97M-V/def2-TZVPD

The geometry in XYZ format:
```
46
Properties=species:S:1:pos:R:3:forces:R:3:mulliken_charge:R:1
Ru -0.70113 -0.35106 -1.04832 0.1 -0.3 0.9 0.169
S -3.72958 2.52490 0.54420 -0.1 0.1 0.0 -0.239
C -2.35925 3.46073 0.13768 0.1 0.0 0.0 -0.611
C -1.33912 2.70168 -0.34166 -0.1 0.0 0.0 -0.144
C -1.65555 1.30604 -0.40677 0.1 0.0 0.0 0.295
C -2.94211 1.08989 0.05847 -0.1 -0.2 0.0 -0.015
C -3.54803 -0.22811 0.12749 0.1 0.1 0.0 1.183
C -4.85451 -0.45947 0.54958 -0.1 0.0 0.0 -0.961
C -5.32928 -1.75251 0.60559 0.0 0.0 0.0 -0.621
C -4.48469 -2.79286 0.24125 0.0 0.0 0.0 -1.177
C -3.20721 -2.48360 -0.17493 0.1 0.0 0.0 -0.503
N -2.72886 -1.23421 -0.24090 0.0 0.1 -0.2 0.798
H -2.37180 4.52794 0.29505 0.0 0.0 0.0 0.480
H -0.39063 3.12650 -0.62851 0.0 0.0 0.0 0.119
H -5.48504 0.37374 0.83023 0.0 0.0 0.0 0.452
H -6.34137 -1.95090 0.93277 0.0 0.0 0.0 0.443
H -4.80580 -3.82390 0.27384 0.0 0.0 0.0 0.476
H -2.53171 -3.27414 -0.45865 0.0 0.0 0.0 0.287
Te 1.52883 0.93985 -1.09300 -0.3 -0.1 -0.2 -0.024
Te 1.23914 2.63942 -3.17177 0.1 0.0 0.1 -0.060
Te -0.47402 1.43213 -4.86761 -0.2 -0.1 0.0 0.119
Te -2.08800 -0.08434 -3.46623 0.2 0.2 -0.2 -0.004
C 1.49935 -1.06874 1.85787 0.1 0.1 0.0 -1.373
N 0.24588 -1.58172 1.30300 0.1 0.1 0.0 0.698
C -0.71026 -1.64447 2.40992 -0.1 0.1 -0.1 -1.284
C 0.44862 -2.90653 0.72792 -0.1 -0.1 -0.1 -0.809
C 1.13230 -2.87967 -0.62756 0.0 0.0 -0.1 -1.021
N 0.26402 -2.38871 -1.73064 -0.1 0.0 0.1 1.100
C 1.12245 -2.18664 -2.92332 -0.1 0.0 0.0 -1.186
C -0.73919 -3.42775 -2.09227 0.2 0.0 0.0 -1.389
H 1.85482 -1.70941 2.67658 0.0 0.0 0.0 0.378
H 1.34163 -0.06619 2.25114 0.0 0.0 0.0 0.317
H 2.28483 -1.02344 1.10656 0.0 0.0 -0.1 0.398
H -0.32190 -2.25240 3.23792 0.0 0.0 0.0 0.374
H -1.65111 -2.07306 2.07909 -0.1 0.0 -0.1 0.381
H -0.89967 -0.63801 2.78091 0.0 0.0 0.0 0.351
H -0.53705 -3.36593 0.63270 0.0 -0.1 0.0 0.470
H 1.02699 -3.55340 1.40382 0.0 0.0 0.0 0.324
H 1.49297 -3.88416 -0.87601 0.0 0.0 0.0 0.319
H 2.00437 -2.22592 -0.60719 0.0 0.0 0.1 0.477
H 1.59945 -3.13338 -3.19573 0.0 0.0 0.0 0.404
H 1.88047 -1.43901 -2.71553 0.0 0.0 0.0 0.244
H 0.51134 -1.84588 -3.75618 0.0 0.0 0.0 0.266
H -0.39690 -3.99246 -2.95941 0.0 -0.1 0.0 0.317
H -1.69999 -2.98420 -2.34028 0.0 0.1 -0.1 0.299
H -0.86939 -4.13322 -1.27331 0.0 0.0 0.0 0.481
```
Positions in Å, forces in eV/Å.

Values from the calculation:
F_max	0.01807	hartree/bohr
total energy	-2313.9650	hartree
E_LUMO (alpha / beta)	-3.45 / -5.26	eV
net charge	+1
energy above the lowest of the compared OMol25 structures with the same formula, charge and spin	9.5	kJ/mol
<S²>	6.052
multiplicity	5
orbital gap (alpha / beta)	6.70 / 5.23	eV

No. 3
C9H19NORb | wB97M-V/def2-TZVPD

The geometry in XYZ format:
```
31
Properties=species:S:1:pos:R:3:forces:R:3:mulliken_charge:R:1
Rb -1.98433 2.11989 -3.16521 0.1 -0.2 0.3 0.978
C 1.02091 1.67027 0.98111 -0.5 -0.3 1.3 -1.844
C 0.82199 0.88615 -0.29590 0.3 0.5 -1.9 1.721
C 1.85833 -0.22989 -0.41929 0.0 -1.1 1.5 -1.148
C 1.53361 -1.45811 0.45492 -0.5 0.1 -0.6 -0.636
C 0.13563 -1.92501 0.09575 0.0 -1.0 0.4 -1.745
C -0.95499 -0.87930 0.17988 -1.7 0.5 0.5 2.021
N -0.53800 0.33987 -0.53255 0.7 -0.4 -0.9 0.017
O -1.52128 1.36487 -0.43937 0.4 -0.2 0.7 -0.407
C -2.21084 -1.44648 -0.52115 -0.9 0.2 -0.2 -1.540
C -1.34111 -0.56097 1.67335 1.6 0.1 0.1 -1.516
C 1.10715 1.83609 -1.49057 0.4 1.5 0.4 -1.966
H 0.30952 2.49167 1.10395 0.1 0.1 -0.2 0.410
H 2.02383 2.06900 1.11810 0.1 0.1 -0.4 0.445
H 0.86623 1.02301 1.85255 0.1 0.1 -0.1 0.395
H 1.94926 -0.63156 -1.42682 0.1 0.5 -0.2 0.361
H 2.79594 0.16053 -0.01997 0.2 0.2 -0.7 0.458
H 1.64562 -1.26724 1.52329 0.0 0.1 0.0 0.301
H 2.19308 -2.28360 0.18468 0.3 0.2 0.2 0.368
H -0.17751 -2.74705 0.75327 0.0 0.2 0.1 0.485
H 0.12743 -2.43007 -0.87542 0.1 0.5 -0.3 0.502
H -2.48818 -0.94960 -1.45707 0.6 0.0 -0.1 0.212
H -2.14019 -2.51292 -0.73104 0.2 0.0 0.0 0.419
H -3.12260 -1.31889 0.06542 0.2 0.0 0.2 0.285
H -2.36310 -0.74323 1.97722 -0.1 -0.1 -0.2 0.371
H -0.66397 -1.12916 2.31994 -0.3 -0.2 0.1 0.339
H -1.06063 0.46352 1.94169 -0.4 0.0 0.0 0.327
H 0.92352 1.46620 -2.50050 -0.1 -0.5 0.2 0.359
H 2.13904 2.20708 -1.48886 0.2 -0.6 0.1 0.379
H 0.61888 2.81556 -1.36932 -0.5 -0.3 0.0 0.337
H -1.50325 1.59938 0.50794 -0.5 0.2 -0.3 0.311
```
Positions in Å, forces in eV/Å.

Values from the calculation:
F_max	0.03918	hartree/bohr
total energy	-508.1617	hartree
E_LUMO	-3.56	eV
net charge	+1
energy above the lowest of the compared OMol25 structures with the same formula, charge and spin	39.9	kJ/mol
orbital gap	8.58	eV